The following is a quantum chemistry calculation of a structure of composition C10H10BrClMg in a non-equilibrium geometry, from the Open Molecules 2025 dataset.

Its total charge is -2. The HOMO energy is 0.39 eV. The HOMO-LUMO gap is 5.311 eV. The total energy is -98544.15094 eV. The value obtained for the lowest unoccupied orbital energy is 5.7 eV.

```
23
Properties=species:S:1:pos:R:3:nbo_charge:R:1
C 1.281 3.026 -1.863 -0.34
C 0.173 2.129 -1.787 -0.35
C 0.681 0.791 -1.909 -0.57
H -0.880 2.412 -1.708 0.20
C 2.133 0.899 -2.049 -0.39
C 2.459 2.273 -2.074 -0.32
H 3.435 2.718 -2.361 0.18
H 1.229 4.112 -1.793 0.18
H 0.072 -0.120 -2.024 0.24
H 2.782 0.090 -2.373 0.21
Mg 0.975 0.484 0.292 1.68
Cl 1.413 2.180 1.578 -0.88
C -1.197 -1.557 2.809 -0.39
C -0.729 -2.597 1.942 -0.34
C -1.628 -2.663 0.827 -0.37
H 0.091 -3.259 2.157 0.19
C -2.634 -1.685 1.008 -0.39
C -2.373 -1.001 2.238 -0.39
H -3.006 -0.241 2.694 0.17
H -0.716 -1.259 3.743 0.18
H -1.516 -3.333 -0.018 0.18
H -3.499 -1.527 0.367 0.17
Br 1.453 -1.874 0.304 -0.85
```


The following is a quantum chemistry calculation of the ion C10H10BrF2N2 with charge +1 in a non-equilibrium geometry, from the Open Molecules 2025 dataset.

Its total charge is +1. The HOMO energy is -13.44 eV. The HOMO-LUMO gap is 8.312 eV. The total energy is -88980.39496 eV. The value obtained for the lowest unoccupied orbital energy is -5.1 eV. The SMILES is [H]/N=C\C/[N+](=C(/Br)c1ccccc1)C(F)F.

```
25
Properties=species:S:1:pos:R:3:nbo_charge:R:1
H -0.019 2.384 -0.220 0.34
N 1.004 2.566 -0.218 -0.54
C 1.688 1.754 -0.792 0.13
C 1.150 0.430 -1.420 -0.32
N -0.262 0.466 -1.517 -0.39
C -1.039 0.367 -0.464 0.32
Br -2.794 0.951 -0.473 0.31
C -0.617 -0.436 0.725 -0.20
C 0.512 -0.064 1.523 -0.18
C 0.911 -0.886 2.568 -0.20
C 0.265 -2.055 2.863 -0.13
C -0.921 -2.381 2.117 -0.18
C -1.381 -1.596 1.100 -0.18
C -0.799 1.084 -2.835 0.71
F -1.949 0.378 -3.139 -0.33
F -1.152 2.333 -2.642 -0.28
H 2.849 1.734 -0.770 0.21
H 1.449 0.405 -2.502 0.24
H 1.381 -0.472 -0.846 0.27
H 1.140 0.872 1.406 0.25
H 1.722 -0.451 2.979 0.23
H 0.590 -2.806 3.536 0.24
H -1.447 -3.310 2.185 0.24
H -2.103 -2.079 0.491 0.24
H -0.178 0.812 -3.655 0.19
```


The following is a quantum chemistry calculation of a structure of composition C10H10BrIV in a non-equilibrium geometry, from the Open Molecules 2025 dataset.

Its total charge is 0. The HOMO energy (spin up / spin down) is -8.06 / -8.02 eV. Its multiplicity is 2. The HOMO-LUMO gap (spin up / spin down) is 7.021 / 7.667 eV. As for the expectation value of S²: 0.85. The total energy is -114362.65912 eV. The value obtained for the lowest unoccupied orbital energy (spin up / spin down) is -1.0 / -0.4 eV.

```
23
Properties=species:S:1:pos:R:3:lowdin_spin:R:1
C 1.370 -0.544 -1.260 -0.02
C 1.693 -1.592 -0.344 -0.04
C 0.623 -2.545 -0.360 -0.05
H 2.607 -1.755 0.219 0.00
C -0.339 -2.146 -1.303 -0.03
C 0.094 -0.902 -1.849 -0.05
H -0.467 -0.344 -2.607 0.00
H 1.969 0.336 -1.527 0.00
H 0.637 -3.498 0.177 0.00
H -1.248 -2.715 -1.540 0.00
V 0.073 -0.122 0.438 1.35
Br 2.353 0.006 1.670 -0.05
C -1.438 1.181 1.505 -0.02
C -1.939 1.469 0.191 -0.02
C -0.890 2.061 -0.564 -0.04
H -2.998 1.414 -0.087 0.00
C 0.289 2.114 0.259 -0.01
C -0.084 1.665 1.585 -0.02
H 0.469 1.775 2.518 0.00
H -2.009 0.817 2.359 0.00
H -0.987 2.532 -1.550 0.00
H 1.244 2.583 -0.011 0.00
I -1.022 -1.790 2.083 0.00
```


The following is a quantum chemistry calculation of a structure of composition C10H10FN2 in a non-equilibrium geometry, from the Open Molecules 2025 dataset.

Its total charge is +1. The HOMO energy is -13.25 eV. The HOMO-LUMO gap is 8.857 eV. The total energy is -16216.73932 eV. The value obtained for the lowest unoccupied orbital energy is -4.4 eV.

```
23
Properties=species:S:1:pos:R:3:nbo_charge:R:1
C 2.361 -2.090 -0.190 -0.17
C 2.744 -2.000 1.143 -0.19
C 1.233 -1.438 -0.592 -0.19
C 1.886 -1.338 2.025 0.04
C 0.601 -0.573 0.377 0.09
C -1.977 -0.234 1.974 -0.20
C -1.849 2.499 -2.977 -0.41
C -1.543 0.600 1.031 -0.28
C -1.643 2.389 -1.719 0.07
C -0.508 0.341 0.031 0.30
N 0.865 -0.581 1.652 -0.38
N -0.416 1.036 -1.041 0.08
F 0.558 0.931 -1.916 -0.15
H 2.969 -2.761 -0.662 0.24
H 3.621 -2.648 1.414 0.25
H 0.785 -1.501 -1.603 0.24
H 1.995 -1.295 3.067 0.21
H -2.632 0.171 2.806 0.24
H -1.503 -1.215 2.073 0.23
H -2.269 3.411 -3.233 0.27
H -1.492 1.761 -3.746 0.28
H -1.895 1.523 0.914 0.20
H -1.891 3.012 -0.826 0.25
```


- Which value of total charge does entry 3 give?
  0